Here is C23H30HgNP as an isolated structure in a non-equilibrium geometry from OMol25. Energies are from the ωB97M-V functional and the def2-TZVPD basis.

Summary:
**E_LUMO**: 0.323 eV
**Maximum force**: 1.671 eV Å⁻¹
**E**: -39288.633 eV
**ΔE to the lowest compared entry with this formula, charge and spin**: 0.00 kcal/mol

```
! RIJCOSX wB97M-V def2-TZVPD def2/J DEFGRID3
* xyz 0 1
C 4.73 0.61 1.17
C 3.72 0.95 2.07
C 2.36 0.79 1.76
C 2.04 0.22 0.53
C 3.04 -0.03 -0.41
C 4.39 0.12 -0.08
C 1.38 1.17 2.84
C 0.30 2.25 2.61
N -0.02 2.66 1.27
Hg 0.05 -0.67 0.05
C 2.67 -0.50 -1.79
P 1.02 0.25 -2.23
H 3.98 1.34 3.06
H 5.15 -0.13 -0.83
H 5.77 0.75 1.46
H 2.54 -1.60 -1.82
H 3.41 -0.23 -2.55
H 0.86 0.27 3.21
H 1.96 1.54 3.69
H -0.64 1.89 3.05
C 0.67 -0.57 -3.81
C 1.57 1.92 -2.75
H 0.57 3.15 3.20
C 0.93 3.43 0.52
C -1.41 2.99 1.03
H -2.50 -1.91 -1.61
H 0.99 4.48 0.86
H 1.92 2.98 0.58
H 0.61 3.44 -0.53
H -1.68 3.98 1.43
H -1.59 3.00 -0.06
H -2.06 2.24 1.49
H 2.22 1.79 -3.63
H 0.73 2.57 -3.03
H 2.14 2.41 -1.95
H 1.48 -0.39 -4.52
H 0.55 -1.65 -3.63
H -0.28 -0.18 -4.22
H -2.04 -1.59 -2.08
C -5.11 -1.00 2.74
C -4.59 -0.30 1.63
C -3.24 -0.42 1.29
C -2.37 -1.27 2.03
C -0.99 -1.45 1.75
C -0.17 -2.18 2.59
C -0.71 -2.87 3.71
C -2.06 -2.76 3.98
C -2.92 -1.96 3.18
C -4.28 -1.81 3.50
H -6.17 -0.91 2.99
H -5.25 0.34 1.04
H -2.84 0.13 0.43
H 0.90 -2.25 2.40
H -0.06 -3.47 4.34
H -2.50 -3.27 4.84
H -4.67 -2.35 4.37
*
```



Here is C23H30IO5Sn as an isolated structure in a non-equilibrium geometry from OMol25. Energies are from the ωB97M-V functional and the def2-TZVPD basis.

Summary:
**E_LUMO**: 2.250 eV
**Maximum force**: 2.852 eV Å⁻¹
**E**: -48507.221 eV

```
! RIJCOSX wB97M-V def2-TZVPD def2/J DEFGRID3
* xyz -1 1
C -1.07 -0.68 -2.80
C -0.02 0.41 -2.50
C -0.88 -1.84 -1.79
C 0.57 -1.71 -1.36
H -1.10 -2.79 -2.29
H -1.55 -1.70 -0.93
C 0.84 -0.19 -1.40
H -0.50 1.35 -2.21
H 0.62 0.57 -3.37
C 0.32 0.21 -0.02
H 1.91 0.04 -1.47
H 1.22 -2.26 -2.05
C 0.84 -2.08 0.12
C -2.51 -0.23 -2.73
C -1.05 -1.18 -4.25
O -0.88 -2.35 -4.51
O -2.91 0.81 -2.23
O -3.32 -1.11 -3.34
O -1.28 -0.30 -5.25
C -1.47 1.13 -5.13
H -0.86 1.61 -4.35
H -2.54 1.36 -4.96
H -1.17 1.52 -6.11
C -4.70 -0.74 -3.29
H -5.06 -0.72 -2.26
H -5.21 -1.51 -3.87
H -4.85 0.24 -3.74
O 0.77 -0.85 0.84
H -0.79 0.23 0.04
H 0.66 1.17 0.37
C 2.27 -2.66 0.19
C -0.13 -3.06 0.78
H -0.48 -3.81 0.07
H -0.98 -2.52 1.20
H 0.38 -3.57 1.61
H 2.66 -2.66 1.22
H 2.95 -2.09 -0.45
H 2.27 -3.69 -0.18
Sn 1.48 0.55 3.41
C 3.49 1.70 3.56
C 3.49 1.15 2.20
C 2.95 2.17 1.34
H 3.99 0.24 1.89
C 2.57 3.28 2.14
C 2.88 3.01 3.49
H 2.75 3.67 4.33
H 4.00 1.24 4.40
H 2.95 2.13 0.25
H 2.19 4.22 1.75
C -0.52 0.38 4.53
C -0.16 1.73 4.95
C -0.69 2.62 3.97
H 0.29 1.99 5.90
C -1.29 1.87 2.94
C -1.15 0.49 3.23
H -1.58 -0.35 2.68
H -0.46 -0.51 5.15
H -0.67 3.71 4.04
H -1.85 2.27 2.09
I 2.39 -1.93 4.19
*
```



Here is C23H30IrNO7 as an isolated structure in a non-equilibrium geometry from OMol25. Energies are from the ωB97M-V functional and the def2-TZVPD basis.

Summary:
**E_LUMO (alpha / beta)**: 2.059 / 1.813 eV
**Maximum force**: 4.136 eV Å⁻¹
**E**: -42989.922 eV

```
! RIJCOSX wB97M-V def2-TZVPD def2/J DEFGRID3
* xyz -1 6
C -0.38 -0.80 -3.24
C -0.79 0.01 -2.00
C 1.16 -1.02 -3.13
C 1.66 0.10 -2.20
H 1.63 -0.93 -4.11
H 1.35 -2.03 -2.72
C 0.42 0.93 -1.78
H -0.90 -0.71 -1.17
H -1.74 0.54 -2.13
C 0.67 1.35 -0.33
H 0.33 1.82 -2.43
H 2.37 0.76 -2.73
C 2.36 -0.23 -0.82
C -1.19 -2.05 -3.56
C -0.79 -0.04 -4.50
O -0.06 0.27 -5.42
O -2.03 -2.56 -2.84
O -0.94 -2.49 -4.81
O -2.12 0.20 -4.53
C -2.54 0.71 -5.79
H -3.62 0.88 -5.70
H -2.35 -0.02 -6.58
H -2.01 1.64 -6.03
C -1.78 -3.58 -5.20
H -1.58 -4.48 -4.61
H -1.56 -3.74 -6.25
H -2.83 -3.30 -5.05
O 1.80 0.66 0.19
H -0.18 1.11 0.33
H 0.90 2.43 -0.26
C 3.86 0.03 -0.85
C 2.13 -1.65 -0.30
H 2.68 -2.37 -0.92
H 1.07 -1.91 -0.28
H 2.52 -1.70 0.73
H 4.26 -0.01 0.17
H 4.06 1.03 -1.26
H 4.37 -0.72 -1.47
Ir -0.79 0.98 4.34
C 0.26 2.86 5.06
C 0.66 2.65 3.70
C -0.52 2.60 2.88
H 1.68 2.54 3.33
C -1.67 2.78 3.74
C -1.18 2.95 5.10
H -1.80 3.14 5.98
H 0.95 2.92 5.90
H -0.54 2.44 1.81
H -2.72 2.80 3.43
C -0.31 -1.21 4.84
C -1.33 -0.68 5.71
C -2.44 -0.25 4.89
H -1.25 -0.62 6.79
C -2.07 -0.47 3.50
C -0.77 -1.10 3.49
H -0.22 -1.40 2.60
H 0.64 -1.63 5.14
H -3.40 0.14 5.22
H -2.66 -0.21 2.63
O 4.03 0.05 5.07
N 3.00 0.56 4.61
O 2.21 0.01 3.84
*
```



Here is C23H30MnNO8 as an isolated structure in a non-equilibrium geometry from OMol25. Energies are from the ωB97M-V functional and the def2-TZVPD basis.

Summary:
**E_LUMO (alpha / beta)**: 1.967 / 1.966 eV
**Maximum force**: 2.292 eV Å⁻¹
**E**: -73523.493 eV

```
! RIJCOSX wB97M-V def2-TZVPD def2/J DEFGRID3
* xyz -1 4
C -3.40 -0.49 -0.73
C -1.95 -0.26 -1.21
C -3.32 -1.18 0.66
C -1.88 -1.70 0.77
H -4.03 -2.02 0.60
H -3.64 -0.48 1.44
C -1.18 -1.43 -0.59
H -1.64 0.71 -0.81
H -1.89 -0.22 -2.31
C 0.25 -1.12 -0.24
H -1.25 -2.29 -1.28
H -1.88 -2.78 0.97
C -0.92 -1.01 1.81
C -4.24 0.77 -0.77
C -4.19 -1.39 -1.68
O -4.91 -2.31 -1.32
O -3.79 1.90 -0.69
O -5.55 0.52 -0.96
O -4.08 -1.08 -2.98
C -4.95 -1.90 -3.78
H -4.79 -1.56 -4.80
H -5.99 -1.72 -3.46
H -4.72 -2.97 -3.66
C -6.30 1.72 -1.10
H -6.08 2.43 -0.29
H -7.33 1.41 -1.09
H -6.04 2.18 -2.07
O 0.27 -0.51 1.05
H 0.71 -0.41 -0.94
H 0.84 -2.05 -0.15
C -0.43 -2.03 2.83
C -1.51 0.20 2.51
H -2.40 -0.08 3.09
H -1.77 0.99 1.79
H -0.77 0.62 3.20
H 0.33 -1.59 3.48
H -0.02 -2.91 2.32
H -1.26 -2.37 3.47
Mn 3.76 0.79 0.39
C 5.21 -0.85 0.44
C 3.86 -1.34 0.28
C 3.33 -0.78 -0.95
H 3.37 -2.09 0.90
C 4.32 0.10 -1.51
C 5.50 0.01 -0.68
H 6.47 0.43 -0.91
H 5.91 -1.17 1.20
H 2.41 -1.11 -1.43
H 4.25 0.63 -2.46
C 3.08 2.38 1.68
C 4.05 2.93 0.76
C 3.59 2.69 -0.58
H 4.91 3.55 1.03
C 2.30 2.03 -0.50
C 1.98 1.86 0.90
H 1.03 1.52 1.31
H 3.13 2.44 2.77
H 4.09 3.05 -1.49
H 1.63 1.83 -1.33
O 6.77 2.30 0.58
N 6.90 1.88 1.78
O 7.95 2.08 2.40
O 5.92 1.24 2.30
*
```



Here is the molecule C23H30N4O4 from OMol25. Energies are from the ωB97M-V functional and the def2-TZVPD basis.

Summary:
**E_LUMO**: 0.340 eV
**Maximum force**: 0.936 eV Å⁻¹
**E**: -38488.789 eV
**SMILES string**: CCOC(=O)C(/C=C(\C#N)C(=O)OCC)=C(/N)N1CCN(c2c(C)cccc2C)CC1
**ΔE to the lowest compared entry with this formula, charge and spin**: 27.25 kcal/mol

```
! RIJCOSX wB97M-V def2-TZVPD def2/J DEFGRID3
* xyz 0 1
C 4.86 4.14 1.79
C 3.57 4.15 1.00
O 3.27 2.81 0.63
C 2.16 2.64 -0.11
O 1.43 3.56 -0.42
C 1.94 1.25 -0.51
C 2.84 0.25 -0.13
C 2.60 -1.12 -0.16
C 1.36 -1.65 -0.50
N 0.31 -2.03 -0.78
C 3.65 -2.03 0.28
O 4.77 -1.70 0.61
O 3.24 -3.32 0.26
C 4.19 -4.29 0.68
C 3.53 -5.65 0.64
C 0.82 0.97 -1.36
N 1.07 0.29 -2.50
N -0.38 1.47 -1.13
C -0.85 1.77 0.20
C -1.74 0.62 0.67
N -2.82 0.43 -0.27
C -4.01 -0.17 0.21
C -4.95 0.70 0.77
C -4.68 2.17 0.83
C -6.15 0.19 1.26
C -6.42 -1.16 1.19
C -5.48 -2.02 0.65
C -4.26 -1.55 0.17
C -3.28 -2.55 -0.37
C -2.33 0.11 -1.59
C -1.49 1.31 -2.05
H 4.75 3.53 2.68
H 5.67 3.74 1.19
H 5.11 5.16 2.09
H 2.74 4.55 1.59
H 3.66 4.76 0.09
H 3.78 0.55 0.32
H 5.06 -4.25 0.01
H 4.54 -4.04 1.69
H 3.19 -5.88 -0.36
H 2.67 -5.66 1.31
H 4.24 -6.41 0.96
H 2.01 -0.05 -2.62
H 0.34 -0.26 -2.93
H 0.00 1.88 0.88
H -1.40 2.71 0.17
H -2.16 0.85 1.65
H -1.11 -0.28 0.76
H -4.11 2.42 1.73
H -5.61 2.73 0.86
H -4.10 2.49 -0.03
H -6.88 0.87 1.68
H -7.35 -1.55 1.57
H -5.69 -3.08 0.61
H -3.31 -2.57 -1.46
H -2.26 -2.32 -0.07
H -3.53 -3.54 -0.01
H -3.18 -0.04 -2.26
H -1.69 -0.79 -1.61
H -1.13 1.20 -3.07
H -2.10 2.22 -2.00
*
```



Here is a 5-piece molecular cluster, C23H31BF12N2O14P overall in a non-equilibrium geometry from OMol25. Energies are from the ωB97M-V functional and the def2-TZVPD basis.

Summary:
**E_LUMO**: -5.316 eV
**Maximum force**: 9.653 eV Å⁻¹
**E**: -98561.084 eV

```
! RIJCOSX wB97M-V def2-TZVPD def2/J DEFGRID3
* xyz 1 1
C -5.21 -0.58 0.58
O -5.92 -0.41 -0.72
B -5.18 -1.06 -1.83
O -4.43 -2.32 -1.49
O -5.16 -0.65 -3.24
C -4.86 0.78 -3.40
O -5.63 1.48 -4.28
C -3.65 1.62 -2.67
C -3.71 2.17 -1.09
C -2.45 3.00 -0.41
N -1.21 3.30 -1.23
C -1.07 2.87 -2.69
C -2.26 2.02 -3.49
P -1.87 1.54 -5.30
N -1.16 0.06 -5.26
O -0.64 2.65 -5.95
O -3.26 1.46 -6.35
H -5.48 0.38 1.21
H -4.03 -0.55 0.40
H -5.55 -1.53 1.18
H -5.16 -3.03 -1.49
H -4.65 1.97 -0.43
H -2.57 3.32 0.73
H -0.42 3.81 -0.78
H -0.08 3.13 -3.27
H -1.72 -0.61 -5.84
H -1.08 3.45 -6.35
H -2.92 0.99 -7.19
C 2.08 1.84 4.41
C 1.87 0.67 3.47
O 0.48 0.33 3.38
C -0.28 1.13 2.56
O 0.17 2.08 1.92
C -1.72 0.63 2.52
F -2.22 0.36 3.76
F -1.86 -0.52 1.80
F -2.58 1.54 1.96
H 1.64 1.63 5.39
H 3.15 2.05 4.54
H 1.60 2.74 4.03
H 2.39 -0.22 3.86
H 2.29 0.87 2.48
C 5.19 -4.18 -0.36
C 4.26 -4.74 0.71
O 4.48 -4.08 1.97
C 3.91 -2.85 2.11
O 3.24 -2.30 1.24
C 4.18 -2.29 3.51
F 5.49 -2.42 3.88
F 3.45 -2.92 4.47
F 3.88 -0.96 3.62
H 6.23 -4.25 -0.03
H 5.08 -4.73 -1.30
H 4.99 -3.12 -0.55
H 4.48 -5.80 0.86
H 3.21 -4.66 0.41
C 3.42 7.56 -2.56
C 4.17 6.24 -2.45
O 3.92 5.62 -1.19
C 2.73 4.95 -1.07
O 1.90 4.86 -1.97
C 2.61 4.29 0.31
F 2.95 5.14 1.32
F 3.42 3.21 0.43
F 1.35 3.86 0.58
H 3.67 8.21 -1.72
H 3.67 8.07 -3.49
H 2.34 7.40 -2.53
H 5.25 6.43 -2.51
H 3.92 5.56 -3.28
C -1.65 -3.42 2.14
C -1.58 -4.70 2.95
O -2.11 -5.81 2.21
C -1.28 -6.36 1.27
O -0.14 -5.96 1.05
C -1.95 -7.55 0.59
F -3.23 -7.29 0.21
F -2.02 -8.64 1.41
F -1.30 -7.97 -0.53
H -2.68 -3.24 1.80
H -1.32 -2.57 2.73
H -1.03 -3.49 1.24
H -2.19 -4.60 3.85
H -0.55 -4.91 3.28
*
```



Here is a 2-piece molecular cluster, C23H31ClN6O3 overall in a non-equilibrium geometry from OMol25. Energies are from the ωB97M-V functional and the def2-TZVPD basis.

Summary:
**E_LUMO**: 0.479 eV
**Maximum force**: 2.987 eV Å⁻¹
**E**: -51960.519 eV
**SMILES string**: CNC(=O)[C@H](Cc1ccc(O)cc1)NC(C)=O.[H]/N=C(\N)N1CCN(c2ccc(Cl)cc2)CC1

```
! RIJCOSX wB97M-V def2-TZVPD def2/J DEFGRID3
* xyz 0 1
C 2.49 -1.76 4.92
N 1.74 -2.67 4.05
C 2.30 -3.46 3.12
O 3.51 -3.51 2.97
C 1.39 -4.36 2.25
C 0.92 -3.68 0.94
C 0.92 -2.17 0.96
C 2.08 -1.46 0.60
C 2.12 -0.05 0.70
C 0.99 0.64 1.18
O 1.01 2.00 1.28
C -0.18 -0.06 1.53
C -0.21 -1.46 1.41
N 0.27 -5.04 2.93
C -0.76 -4.53 3.60
C -1.74 -5.53 4.17
O -0.95 -3.34 3.78
H 1.82 -1.33 5.66
H 2.93 -0.96 4.32
H 3.29 -2.30 5.42
H 0.73 -2.65 4.09
H 2.06 -5.17 1.93
H -0.07 -4.04 0.67
H 1.59 -4.00 0.14
H 2.96 -2.00 0.27
H 3.01 0.48 0.42
H 1.86 2.36 1.01
H -1.04 0.48 1.89
H -1.11 -2.00 1.69
H 0.28 -6.05 2.87
H -1.23 -6.16 4.90
H -2.55 -5.00 4.66
H -2.14 -6.15 3.37
H -1.42 8.14 -2.63
N -0.88 7.28 -2.67
C -1.35 6.28 -2.03
N -2.46 6.53 -1.32
N -0.75 5.05 -2.03
C -1.01 4.00 -1.01
C -1.52 2.71 -1.68
N -0.64 2.28 -2.79
C -0.65 0.93 -3.18
C -0.84 0.54 -4.51
C -0.89 -0.81 -4.87
C -0.73 -1.81 -3.90
Cl -0.80 -3.49 -4.34
C -0.53 -1.43 -2.57
C -0.49 -0.08 -2.22
C -0.30 3.34 -3.78
C 0.18 4.64 -3.11
H -2.59 7.49 -1.04
H -2.71 5.80 -0.66
H -0.08 3.78 -0.48
H -1.73 4.32 -0.26
H -1.61 1.94 -0.91
H -2.53 2.89 -2.08
H -0.98 1.29 -5.29
H -1.04 -1.10 -5.91
H -0.40 -2.20 -1.81
H -0.31 0.18 -1.18
H 0.49 2.99 -4.45
H -1.18 3.56 -4.39
H 1.18 4.48 -2.68
H 0.28 5.41 -3.88
*
```



Number 7 is which compound?
C23H31ClN6O3



maximum force of number 6 (C23H31BF12N2O14P)?
9.653 eV Å⁻¹



Number 2 is which compound?
C23H30IO5Sn



Please write out number 4 again, unchanged.
Here is C23H30MnNO8 as an isolated structure in a non-equilibrium geometry from OMol25. Energies are from the ωB97M-V functional and the def2-TZVPD basis.

Summary:
**E_LUMO (alpha / beta)**: 1.967 / 1.966 eV
**Maximum force**: 2.292 eV Å⁻¹
**E**: -73523.493 eV

```
! RIJCOSX wB97M-V def2-TZVPD def2/J DEFGRID3
* xyz -1 4
C -3.40 -0.49 -0.73
C -1.95 -0.26 -1.21
C -3.32 -1.18 0.66
C -1.88 -1.70 0.77
H -4.03 -2.02 0.60
H -3.64 -0.48 1.44
C -1.18 -1.43 -0.59
H -1.64 0.71 -0.81
H -1.89 -0.22 -2.31
C 0.25 -1.12 -0.24
H -1.25 -2.29 -1.28
H -1.88 -2.78 0.97
C -0.92 -1.01 1.81
C -4.24 0.77 -0.77
C -4.19 -1.39 -1.68
O -4.91 -2.31 -1.32
O -3.79 1.90 -0.69
O -5.55 0.52 -0.96
O -4.08 -1.08 -2.98
C -4.95 -1.90 -3.78
H -4.79 -1.56 -4.80
H -5.99 -1.72 -3.46
H -4.72 -2.97 -3.66
C -6.30 1.72 -1.10
H -6.08 2.43 -0.29
H -7.33 1.41 -1.09
H -6.04 2.18 -2.07
O 0.27 -0.51 1.05
H 0.71 -0.41 -0.94
H 0.84 -2.05 -0.15
C -0.43 -2.03 2.83
C -1.51 0.20 2.51
H -2.40 -0.08 3.09
H -1.77 0.99 1.79
H -0.77 0.62 3.20
H 0.33 -1.59 3.48
H -0.02 -2.91 2.32
H -1.26 -2.37 3.47
Mn 3.76 0.79 0.39
C 5.21 -0.85 0.44
C 3.86 -1.34 0.28
C 3.33 -0.78 -0.95
H 3.37 -2.09 0.90
C 4.32 0.10 -1.51
C 5.50 0.01 -0.68
H 6.47 0.43 -0.91
H 5.91 -1.17 1.20
H 2.41 -1.11 -1.43
H 4.25 0.63 -2.46
C 3.08 2.38 1.68
C 4.05 2.93 0.76
C 3.59 2.69 -0.58
H 4.91 3.55 1.03
C 2.30 2.03 -0.50
C 1.98 1.86 0.90
H 1.03 1.52 1.31
H 3.13 2.44 2.77
H 4.09 3.05 -1.49
H 1.63 1.83 -1.33
O 6.77 2.30 0.58
N 6.90 1.88 1.78
O 7.95 2.08 2.40
O 5.92 1.24 2.30
*
```